Entry 1:
{
  "formula": "C12H17N",
  "method": "ωB97M-V/def2-TZVPD",
  "species": ["C", "C", "C", "N", "C", "C", "C", "C", "C", "C", "H", "H", "H", "H", "H", "H", "H", "H", "H", "C", "C", "C", "H", "H", "H", "H", "H", "H", "H", "H"],
  "positions_angstrom": [[0.860984, 0.904562, 2.905074], [0.900808, -0.307695, 2.041655], [1.932147, -1.154032, 1.801837], [1.550809, -2.151975, 0.927212], [0.221235, -1.994247, 0.631912], [-0.650329, -2.860541, -0.019177], [-1.991202, -2.518798, -0.068046], [-2.412787, -1.313690, 0.496113], [-1.546721, -0.445404, 1.133358], [-0.233064, -0.879405, 1.370335], [0.061434, 0.791595, 3.638179], [0.590490, 1.812969, 2.382003], [1.762881, 1.059767, 3.494671], [2.924598, -1.179549, 2.229512], [2.203732, -2.896151, 0.763842], [-0.233700, -3.742570, -0.493165], [-2.692984, -3.199931, -0.522104], [-3.439517, -0.978915, 0.390662], [-1.823141, 0.547448, 1.464274], [-0.474056, 0.960206, -2.881315], [0.727360, 1.803403, -2.468286], [0.440628, 2.834172, -1.380634], [-1.217181, 1.433598, -3.531283], [-0.065560, 0.257163, -3.625785], [-0.925111, 0.347279, -2.102144], [1.068746, 2.402620, -3.291208], [1.476364, 1.094317, -2.130263], [1.011270, 3.753991, -1.475387], [0.566029, 2.446810, -0.360357], [-0.594162, 3.173002, -1.321486]],
  "atomic_forces_ev_per_a": [[-0.408, -0.216, 0.669], [-0.144, 0.020, 0.270], [0.150, 0.048, -0.002], [0.867, 0.381, 0.496], [-0.258, -0.728, 1.075], [0.125, 0.092, -0.417], [0.621, -0.277, 0.204], [-0.516, 0.968, -0.082], [0.480, -0.433, 0.426], [0.159, 0.603, -1.516], [-0.111, -0.106, 0.148], [0.249, 0.237, -0.391], [0.181, 0.031, -0.270], [-0.010, 0.198, -0.156], [-0.535, -0.347, -0.428], [-0.293, -0.085, -0.009], [-0.136, 0.052, -0.129], [-0.015, -0.240, -0.111], [-0.393, -0.135, 0.152], [0.581, -0.786, -1.630], [-1.137, 0.433, 0.848], [-0.568, 0.052, 1.243], [-0.184, 0.557, 0.754], [-0.047, -0.309, 0.344], [-0.067, 0.306, 0.183], [0.433, -0.277, -0.783], [0.453, 0.219, -0.086], [0.377, -0.080, 0.003], [0.417, -0.080, -0.196], [-0.268, -0.097, -0.610]],
  "total_energy_ha": -522.196237,
  "spin_multiplicity": 1
}

***

Entry 2:
{
  "formula": "C3H10O3S",
  "method": "ωB97M-V/def2-TZVPD",
  "species": ["C", "O", "C", "C", "S", "H", "H", "H", "H", "H", "H", "H", "H", "O", "H", "H", "O"],
  "positions_angstrom": [[0.329157, 0.365132, 0.380192], [-0.876159, 0.830380, -0.073329], [0.458190, -1.173739, 0.328533], [1.896694, -1.681606, 0.337345], [2.172005, -3.461590, 0.646226], [1.284540, 0.750784, -0.048401], [0.445678, 0.630977, 1.463004], [-0.069560, -1.569160, -0.544548], [-0.112722, -1.629493, 1.153100], [2.529572, -1.077478, 0.996191], [2.272280, -1.551525, -0.682851], [-3.523138, 0.550092, 0.923891], [-2.048080, 1.130655, 0.476120], [-3.071415, 1.393780, 0.870791], [0.062443, 2.307227, -2.510785], [-0.870592, 1.836175, -1.423036], [-0.878893, 2.349388, -2.292443]],
  "atomic_forces_ev_per_a": [[-0.010, -0.809, 1.577], [0.499, 0.596, -1.369], [-0.385, -0.435, 0.380], [0.081, -0.195, -0.672], [-0.063, -0.266, 0.325], [-0.544, 0.411, -0.626], [0.131, -0.037, -0.159], [0.182, 0.220, -0.277], [0.238, 0.210, 0.109], [-0.118, 0.032, 0.108], [0.155, 0.435, 0.047], [0.029, -0.123, -0.030], [-0.833, 0.140, 0.713], [0.653, -0.007, -0.211], [-0.277, 0.071, -0.117], [-0.391, -0.273, 0.115], [0.652, 0.031, 0.086]],
  "total_charge": -2,
  "total_energy_ha": -744.169811,
  "spin_multiplicity": 1
}

***

Entry 3:
{
  "formula": "C37H28BrCl3F4PPdSiTe",
  "method": "ωB97M-V/def2-TZVPD",
  "species": ["Pd", "F", "C", "C", "F", "C", "F", "C", "P", "C", "C", "C", "C", "C", "C", "C", "C", "C", "C", "C", "C", "C", "Br", "C", "F", "H", "H", "H", "H", "H", "H", "H", "H", "H", "H", "C", "C", "C", "C", "C", "C", "Te", "C", "C", "C", "H", "H", "H", "H", "H", "H", "H", "H", "H", "H", "H", "Cl", "Si", "Cl", "Cl", "C", "C", "C", "C", "C", "C", "C", "C", "C", "C", "H", "H", "H", "H", "H", "H", "H"],
  "positions_angstrom": [[-0.355912, 0.132808, 1.019208], [-1.742208, 7.388526, 1.016671], [-1.803052, 6.065537, 0.878762], [-3.019578, 5.439108, 0.704008], [-4.141746, 6.159862, 0.669757], [-3.060273, 4.063634, 0.555935], [-4.280962, 3.552996, 0.362468], [-1.929629, 3.257161, 0.588818], [-2.056120, 1.403932, 0.353408], [-2.848530, 1.504457, -1.322629], [-4.218027, 1.531048, -1.588420], [-4.684488, 1.655368, -2.888593], [-3.789175, 1.777766, -3.944131], [-2.426947, 1.757654, -3.690670], [-1.961476, 1.603646, -2.391833], [-3.456060, 0.996231, 1.459064], [-4.198248, -0.155797, 1.213876], [-5.170996, -0.572949, 2.109475], [-5.399356, 0.143878, 3.274451], [-4.631409, 1.265982, 3.548523], [-3.661482, 1.683853, 2.652050], [-0.712356, 3.922665, 0.742885], [0.972654, 3.067263, 0.717191], [-0.652819, 5.303034, 0.889110], [0.510404, 5.942129, 1.032866], [-4.928568, 1.471653, -0.775349], [-5.751731, 1.671697, -3.074208], [-4.152858, 1.885221, -4.958866], [-1.718922, 1.839687, -4.505400], [-0.892860, 1.556611, -2.200849], [-4.000678, -0.743255, 0.323978], [-5.737932, -1.473038, 1.905610], [-6.149582, -0.188741, 3.980702], [-4.767408, 1.806092, 4.476912], [-3.037698, 2.533399, 2.904249], [6.855816, -5.181352, 0.875172], [5.900134, -4.018862, 0.816636], [5.277757, -3.655722, -0.366966], [4.394625, -2.581285, -0.440793], [3.800703, -2.249372, -1.779832], [4.109110, -1.854587, 0.723940], [2.837226, -0.143087, 0.745449], [4.737697, -2.197278, 1.931972], [4.536322, -1.428196, 3.211833], [5.621613, -3.272263, 1.950900], [6.926800, -5.681727, -0.090534], [6.531741, -5.916443, 1.614315], [7.857422, -4.851958, 1.159281], [5.487420, -4.220255, -1.270191], [4.325456, -2.784487, -2.571575], [3.859661, -1.178294, -1.981422], [2.746858, -2.524205, -1.831361], [3.514292, -1.069598, 3.322066], [5.202829, -0.561477, 3.250711], [4.764265, -2.058424, 4.071399], [6.099797, -3.533501, 2.890249], [1.031260, -1.539851, 4.315497], [-0.451543, -0.333949, 3.326390], [-2.187570, -1.293373, 4.093912], [-0.359196, 1.422517, 4.587082], [0.466066, 0.015376, -4.477920], [1.414865, 0.761224, -3.749920], [1.647651, 0.487214, -2.429369], [0.947178, -0.542539, -1.759090], [1.209354, -0.920079, -0.392007], [0.495943, -1.946802, 0.202025], [-0.526956, -2.622109, -0.535358], [-0.768803, -2.297820, -1.828116], [-0.024237, -1.269245, -2.484039], [-0.243473, -0.967058, -3.845995], [0.292033, 0.230289, -5.525024], [1.969307, 1.553865, -4.237451], [2.386373, 1.056324, -1.879424], [0.790251, -2.321307, 1.173178], [-1.090951, -3.406676, -0.047070], [-1.532615, -2.820977, -2.392672], [-0.996453, -1.531773, -4.384909]],
  "atomic_forces_ev_per_a": [[0.170, -0.373, 0.145], [0.009, 0.102, 0.015], [-0.058, -0.108, -0.032], [0.091, -0.084, 0.009], [-0.038, 0.040, 0.004], [-0.131, 0.175, -0.009], [0.015, -0.038, 0.088], [-0.065, -0.078, -0.015], [-0.268, 0.365, -0.277], [-0.012, 0.001, 0.040], [-0.017, -0.049, 0.016], [0.033, 0.003, 0.002], [-0.030, 0.005, 0.027], [0.023, 0.000, -0.012], [0.038, -0.008, -0.001], [0.044, 0.022, 0.084], [-0.017, 0.006, -0.052], [-0.010, 0.008, -0.017], [0.002, 0.025, -0.002], [-0.018, -0.010, -0.005], [-0.021, 0.013, -0.014], [0.223, 0.125, 0.033], [-0.072, -0.106, 0.017], [-0.034, -0.135, -0.008], [0.036, 0.028, 0.009], [0.017, -0.054, 0.005], [0.002, -0.003, -0.006], [-0.006, -0.001, 0.002], [0.001, 0.002, 0.011], [-0.027, 0.007, -0.010], [-0.015, 0.007, -0.024], [0.006, 0.001, -0.006], [0.005, -0.002, 0.001], [0.000, -0.003, 0.000], [-0.014, 0.006, -0.002], [-0.020, 0.024, 0.005], [0.004, -0.016, -0.006], [-0.005, -0.031, 0.016], [0.003, -0.002, 0.006], [-0.003, 0.022, 0.021], [0.050, 0.050, -0.013], [0.008, -0.048, -0.225], [0.021, -0.019, 0.038], [0.012, -0.002, -0.020], [-0.036, -0.013, 0.027], [0.000, 0.002, 0.001], [0.006, -0.003, -0.003], [0.002, -0.005, 0.001], [-0.005, 0.011, -0.004], [0.012, 0.017, 0.003], [-0.017, 0.012, 0.001], [-0.030, -0.009, 0.000], [0.002, -0.033, 0.015], [-0.024, 0.017, -0.015], [0.029, 0.011, -0.001], [-0.007, 0.005, -0.002], [0.077, -0.101, 0.077], [0.076, 0.293, -0.259], [-0.133, -0.091, 0.145], [-0.054, -0.064, 0.055], [0.099, 0.106, 0.021], [-0.071, -0.048, -0.093], [0.013, -0.055, 0.070], [0.082, -0.028, 0.011], [0.144, 0.306, 0.000], [-0.093, -0.075, 0.115], [0.072, 0.020, 0.086], [0.012, 0.036, -0.097], [-0.067, -0.046, -0.049], [-0.033, -0.085, 0.057], [0.001, 0.005, 0.001], [-0.004, -0.005, -0.009], [-0.004, -0.001, 0.006], [0.020, -0.066, -0.021], [0.000, 0.011, 0.017], [-0.001, 0.014, -0.006], [0.001, -0.004, 0.011]],
  "total_charge": -1,
  "total_energy_ha": -6807.809214,
  "spin_multiplicity": 1
}

***

Entry 4:
{
  "formula": "C29H20BCl5HfN3O4S",
  "method": "ωB97M-V/def2-TZVPD",
  "species": ["Hf", "Cl", "C", "C", "C", "Cl", "C", "Cl", "C", "Cl", "C", "Cl", "C", "N", "C", "C", "N", "C", "S", "C", "C", "C", "C", "C", "N", "H", "H", "H", "H", "H", "H", "H", "H", "H", "C", "C", "O", "C", "C", "C", "C", "C", "C", "O", "H", "H", "H", "H", "H", "H", "H", "O", "B", "O", "C", "C", "C", "C", "C", "C", "H", "H", "H", "H"],
  "positions_angstrom": [[-0.155058, -0.927329, -0.198369], [-2.830343, -2.342985, 0.294331], [-1.803062, -3.498130, -0.563244], [-0.517221, -3.081775, -0.862773], [0.280092, -4.001303, -1.519845], [1.913882, -3.552880, -1.944659], [-0.172786, -5.271994, -1.878266], [0.840333, -6.375275, -2.714334], [-1.481686, -5.639958, -1.554467], [-2.073762, -7.185573, -1.993405], [-2.317435, -4.746187, -0.881046], [-3.925067, -5.175961, -0.471582], [2.850154, 1.258075, 2.931049], [2.769506, 1.616675, 1.511663], [2.917460, 2.892008, 0.997421], [2.730884, 2.810824, -0.332985], [2.483012, 1.476011, -0.622752], [2.510056, 0.751303, 0.525951], [2.321543, -0.946066, 0.745175], [2.186820, 0.971252, -1.920728], [2.803817, 1.525578, -3.026484], [2.483446, 1.007261, -4.269371], [1.586741, -0.046138, -4.355502], [1.034684, -0.536809, -3.189964], [1.323048, -0.033015, -1.979827], [2.883607, 2.182829, 3.499361], [3.746038, 0.671520, 3.116999], [1.964582, 0.685059, 3.196782], [3.129811, 3.734339, 1.631222], [2.727428, 3.571858, -1.091916], [3.535003, 2.312673, -2.913510], [2.949770, 1.414413, -5.156456], [1.314580, -0.486144, -5.303562], [0.327176, -1.356785, -3.209084], [-0.843340, 3.546981, 0.326913], [-0.862731, 2.236740, -0.399022], [-0.276815, 1.277010, 0.144359], [-1.521742, 2.098269, -1.681401], [-1.883996, 3.250235, -2.411851], [-2.476646, 3.144361, -3.644602], [-2.749272, 1.869221, -4.158345], [-2.438276, 0.725048, -3.459444], [-1.817133, 0.822337, -2.207640], [-1.551160, -0.275044, -1.524829], [-0.409490, 3.397779, 1.311405], [-1.852345, 3.949784, 0.414553], [-0.251136, 4.280594, -0.224334], [-1.678131, 4.227723, -1.997162], [-2.742031, 4.029020, -4.205349], [-3.229154, 1.778862, -5.125143], [-2.679637, -0.257580, -3.841834], [-0.359332, -2.083732, 2.921163], [-0.543108, -0.939079, 2.139633], [-0.895614, 0.148379, 2.955803], [-0.924389, -0.353008, 4.245865], [-1.216287, 0.311615, 5.415007], [-1.166221, -0.444852, 6.585929], [-0.839720, -1.798135, 6.561943], [-0.548242, -2.455853, 5.366976], [-0.601306, -1.692662, 4.223757], [-1.477829, 1.360935, 5.418706], [-1.390269, 0.029092, 7.532040], [-0.813980, -2.354626, 7.489011], [-0.297718, -3.506787, 5.332069]],
  "atomic_forces_ev_per_a": [[-0.152, 0.192, -0.899], [0.289, -0.211, -0.150], [-0.237, 0.068, 0.197], [0.123, 0.086, 0.151], [0.073, -0.286, -0.202], [-0.089, 0.035, 0.090], [-0.036, 0.065, 0.026], [0.024, 0.015, 0.009], [-0.011, 0.005, -0.011], [0.009, -0.009, 0.013], [0.027, 0.023, -0.023], [0.020, -0.009, -0.007], [-0.041, 0.073, -0.217], [0.097, 0.094, 0.193], [-0.071, -0.091, -0.030], [0.018, 0.063, 0.074], [-0.096, -0.053, -0.264], [0.010, -0.450, 0.027], [0.071, 0.377, 0.054], [0.241, 0.000, 0.381], [0.009, -0.071, -0.022], [0.035, 0.016, -0.031], [0.008, 0.002, 0.015], [0.015, 0.012, 0.049], [-0.483, 0.015, -0.129], [0.001, -0.025, 0.046], [-0.010, -0.028, 0.016], [0.013, -0.011, 0.044], [-0.002, 0.012, -0.033], [0.012, -0.007, 0.010], [-0.008, 0.001, -0.005], [-0.025, -0.016, -0.012], [0.017, 0.010, -0.006], [-0.019, 0.023, 0.015], [-0.014, 0.049, -0.064], [-0.048, -0.117, -0.169], [0.111, 0.014, 0.179], [0.064, 0.318, 0.159], [-0.043, -0.065, -0.073], [0.038, -0.022, 0.106], [-0.054, -0.060, -0.107], [-0.035, 0.149, -0.008], [0.091, -0.287, 0.272], [0.173, 0.062, -0.101], [-0.015, -0.001, 0.014], [0.004, -0.010, 0.030], [0.015, -0.014, 0.011], [-0.007, 0.010, -0.024], [0.001, -0.008, -0.008], [0.003, 0.011, 0.009], [0.012, -0.005, 0.006], [-0.069, 0.200, 0.140], [-0.205, 0.073, 0.268], [0.118, -0.216, 0.112], [-0.049, 0.285, -0.086], [0.008, -0.061, 0.076], [0.000, 0.017, -0.032], [0.016, -0.033, -0.051], [-0.035, 0.082, 0.100], [0.097, -0.300, -0.148], [-0.002, -0.004, 0.012], [-0.001, -0.002, -0.005], [-0.004, 0.012, 0.004], [0.000, 0.003, 0.010]],
  "total_charge": 1,
  "total_energy_ha": -4354.368606,
  "spin_multiplicity": 1
}

***

| no. | HOMO energy (eV) | lowest unoccupied orbital energy (eV) |
| --- | --- | --- |
| 1 | -7.851 | 0.8925 |
| 2 | 0.289 | 6.0306 |
| 3 | -3.805 | 2.2710 |
| 4 | -10.628 | -3.3376 |